Record 1
ORCA calculation (wB97M-V/def2-TZVPD) on a 8-piece molecular cluster, C44H67N9O19 overall in a non-equilibrium geometry.

SMILES: Cc1ccc2c(c1-c1ccccc1)C(=O)c1c(OC[C@H](C)CC(C)C)c(CCCCCN)c(CC(=O)O)c(CCN)c1C2=O.C[N+](=O)[O-].C[N+](=O)[O-].C[N+](=O)[O-].C[N+](=O)[O-].C[N+](=O)[O-].C[N+](=O)[O-].C[N+](=O)[O-]
electronic energy: -98992.457 eV
gap between HOMO and LUMO: 7.39 eV
E_HOMO: -8.53 eV

Geometry (Å):
C  1.68  2.61  6.02
C  2.10  2.44  4.46
C  3.62  2.21  4.21
C  4.14  2.02  2.74
C  3.09  2.06  1.61
C  1.54  2.27  1.86
C  1.03  2.48  3.31
C  -0.50  2.72  3.64
C  -1.30  1.65  4.42
C  -2.79  1.86  4.80
C  -3.47  3.19  4.37
C  -2.69  4.28  3.57
C  -1.18  4.05  3.19
C  0.59  2.23  0.57
O  -0.39  3.01  0.43
C  1.03  1.14  -0.54
C  -0.04  0.29  -1.31
O  -1.41  0.53  -0.98
C  -2.04  1.48  -1.88
C  -3.48  1.97  -1.29
C  -3.38  3.29  -0.39
C  -4.27  0.74  -0.55
C  -5.86  1.07  -0.47
C  -6.77  0.07  -1.33
C  -6.34  1.19  1.08
C  0.42  -0.78  -2.37
C  -0.75  -1.61  -3.07
C  -1.04  -1.21  -4.61
C  -0.72  0.31  -4.99
C  0.57  0.48  -5.97
C  0.47  1.83  -6.88
N  0.87  3.01  -6.06
C  1.95  -1.00  -2.63
C  2.32  -2.13  -3.69
C  3.45  -1.74  -4.75
O  4.24  -2.65  -5.12
O  3.67  -0.44  -5.30
C  3.02  -0.15  -1.84
C  4.58  -0.39  -2.05
C  5.07  -1.92  -1.78
N  4.08  -2.75  -1.03
C  2.57  0.92  -0.81
C  3.53  1.87  0.06
O  4.54  2.48  -0.37
H  1.94  1.68  6.62
H  0.55  2.80  6.14
H  2.25  3.54  6.40
H  4.37  2.15  5.06
H  5.26  1.84  2.57
H  -0.77  0.69  4.74
H  -3.30  1.03  5.39
H  -4.57  3.36  4.66
H  -3.17  5.28  3.27
H  -0.59  4.86  2.63
H  -1.37  2.35  -2.19
H  -2.30  0.89  -2.84
H  -4.13  2.21  -2.21
H  -2.50  3.97  -0.65
H  -4.35  3.89  -0.55
H  -3.38  2.97  0.72
H  -4.11  -0.19  -1.21
H  -3.85  0.57  0.51
H  -5.99  2.14  -0.92
H  -6.19  -0.78  -1.83
H  -7.56  -0.40  -0.66
H  -7.30  0.68  -2.15
H  -5.57  1.89  1.58
H  -7.39  1.65  1.14
H  -6.32  0.17  1.62
H  -0.41  -2.71  -3.08
H  -1.73  -1.60  -2.47
H  -2.18  -1.36  -4.77
H  -0.54  -1.90  -5.38
H  -1.62  0.69  -5.62
H  -0.63  1.03  -4.12
H  1.46  0.65  -5.28
H  0.64  -0.45  -6.63
H  -0.59  1.97  -7.32
H  1.18  1.66  -7.78
H  1.29  3.71  -6.70
H  1.63  2.78  -5.40
H  1.43  -2.53  -4.29
H  2.74  -3.04  -3.11
H  3.77  -0.58  -6.27
H  5.26  0.29  -1.42
H  4.81  -0.13  -3.15
H  6.02  -1.86  -1.10
H  5.40  -2.35  -2.79
H  4.42  -2.99  -0.08
H  4.06  -3.67  -1.51
C  1.02  -1.77  0.83
N  1.63  -2.53  1.95
O  0.89  -3.21  2.64
O  2.84  -2.43  2.09
H  -0.06  -1.95  0.82
H  1.22  -0.71  1.01
H  1.48  -2.11  -0.09
C  7.47  -0.37  2.17
N  7.94  -1.65  1.61
O  8.04  -2.60  2.36
O  8.18  -1.66  0.41
H  7.29  -0.50  3.24
H  8.25  0.38  2.01
H  6.55  -0.10  1.65
C  -8.06  5.29  -1.23
N  -7.55  3.98  -0.76
O  -6.51  3.99  -0.12
O  -8.21  3.00  -1.04
H  -7.38  6.08  -0.91
H  -8.12  5.25  -2.32
H  -9.05  5.44  -0.79
C  0.28  -5.55  4.68
N  -0.61  -5.34  5.85
O  -0.82  -4.19  6.20
O  -1.06  -6.35  6.39
H  0.61  -4.58  4.31
H  1.13  -6.14  5.01
H  -0.29  -6.08  3.92
C  6.10  1.47  -5.68
N  6.60  2.72  -6.31
O  6.21  3.78  -5.85
O  7.36  2.59  -7.26
H  5.43  1.74  -4.86
H  5.57  0.91  -6.44
H  6.96  0.93  -5.31
C  2.84  -9.34  4.23
N  1.61  -8.84  3.57
O  1.49  -7.63  3.46
O  0.80  -9.67  3.19
H  3.46  -8.50  4.51
H  2.53  -9.91  5.11
H  3.36  -9.98  3.51
C  -7.22  -1.36  5.19
N  -6.73  -0.11  4.55
O  -7.11  0.95  5.02
O  -5.99  -0.24  3.59
H  -7.86  -1.09  6.02
H  -7.77  -1.92  4.44
H  -6.34  -1.91  5.54


Record 2
ORCA calculation (wB97M-V/def2-TZVPD) on a 16-piece molecular cluster, C44H70BN17O5P2S2 overall in a non-equilibrium geometry.

electronic energy: -123227.834 eV
gap between HOMO and LUMO: 6.67 eV
E_HOMO: -6.85 eV

Geometry (Å):
C  -0.76  1.87  4.75
C  -1.66  2.61  3.60
P  -1.91  1.71  1.98
C  -2.63  0.01  2.36
C  -3.37  -0.11  3.86
C  -0.45  1.73  0.75
B  0.70  0.66  1.35
C  2.19  0.43  0.62
O  0.54  -0.13  2.60
C  0.26  3.20  0.86
S  1.44  3.36  2.36
P  -0.99  4.68  0.77
N  -0.23  6.10  1.13
C  1.32  3.53  -0.39
S  0.49  3.08  -1.98
O  0.01  4.44  -2.62
O  1.62  2.60  -2.97
O  -0.84  2.11  -1.86
C  -1.05  1.30  -0.69
O  -2.55  1.28  -0.56
C  -0.73  -0.29  -1.14
C  -1.79  -1.50  -0.69
C  -1.42  -3.05  -1.15
C  -0.07  -3.22  -2.06
N  0.88  -2.15  -2.52
C  0.53  -0.77  -2.06
H  0.34  2.29  4.86
H  -1.29  2.12  5.80
H  -0.78  0.68  4.70
H  -1.20  3.70  3.48
H  -2.73  2.80  4.09
H  -1.92  -0.91  2.24
H  -3.53  -0.17  1.59
H  -2.63  -0.47  4.70
H  -4.23  -0.92  3.80
H  -3.91  0.92  4.12
H  3.07  0.89  1.26
H  2.16  0.86  -0.48
H  2.32  -0.74  0.54
H  0.63  -1.10  2.29
H  1.60  4.75  2.61
H  -2.09  4.58  1.69
H  -1.58  4.70  -0.57
H  -0.68  6.56  1.95
H  1.46  4.71  -0.36
H  2.39  3.08  -0.21
H  -2.95  0.94  -1.41
H  -2.76  -1.34  -0.07
H  -2.05  -4.00  -0.89
H  0.18  -4.34  -2.41
H  1.29  0.09  -2.39
C  5.55  2.44  3.31
C  5.36  1.47  2.15
N  5.20  0.67  1.19
H  6.29  2.04  4.00
H  5.89  3.41  2.93
H  4.60  2.57  3.84
C  1.64  5.33  -5.11
C  2.79  6.30  -5.31
N  3.75  7.11  -5.47
H  1.70  4.52  -5.85
H  1.68  4.90  -4.11
H  0.69  5.85  -5.24
C  -5.59  -1.73  -2.63
C  -4.44  -0.76  -2.82
N  -3.48  0.05  -2.99
H  -5.53  -2.54  -3.36
H  -5.55  -2.16  -1.62
H  -6.55  -1.21  -2.75
C  2.67  -2.01  -5.63
C  3.80  -2.98  -5.93
N  4.74  -3.79  -6.19
H  2.08  -2.38  -4.78
H  3.08  -1.03  -5.38
H  2.02  -1.92  -6.50
C  -9.73  1.22  -3.11
C  -8.93  -0.05  -3.36
N  -8.27  -1.10  -3.57
H  -9.66  1.89  -3.97
H  -10.79  0.97  -2.94
H  -9.35  1.73  -2.22
C  -10.17  -4.92  -2.85
C  -8.65  -4.92  -2.73
N  -7.39  -4.91  -2.63
H  -10.61  -4.35  -2.03
H  -10.47  -4.48  -3.80
H  -10.54  -5.95  -2.80
C  1.29  0.37  8.04
C  2.05  1.00  6.89
N  2.68  1.52  5.93
H  0.55  -0.33  7.66
H  1.98  -0.16  8.70
H  0.79  1.15  8.62
C  -12.86  -2.54  -6.21
C  -12.77  -2.50  -4.69
N  -12.70  -2.47  -3.44
H  -12.18  -3.31  -6.60
H  -13.88  -2.78  -6.52
H  -12.57  -1.57  -6.63
C  6.94  -4.37  -3.85
C  7.03  -4.33  -2.34
N  7.10  -4.29  -1.08
H  7.61  -5.13  -4.24
H  5.91  -4.60  -4.16
H  7.22  -3.40  -4.27
C  8.00  -0.64  -1.36
C  9.43  -0.20  -1.57
N  10.63  0.18  -1.73
H  7.46  0.08  -0.74
H  7.49  -0.72  -2.33
H  7.97  -1.62  -0.87
C  11.15  -3.81  -2.75
C  10.95  -4.77  -3.90
N  10.79  -5.58  -4.86
H  11.89  -4.20  -2.05
H  11.48  -2.84  -3.12
H  10.20  -3.67  -2.21
C  0.50  -3.31  4.64
C  -0.96  -3.01  4.94
N  -2.17  -2.77  5.19
H  0.94  -3.88  5.45
H  0.58  -3.89  3.71
H  1.06  -2.37  4.52
C  -6.98  2.13  6.28
C  -5.54  2.58  6.08
N  -4.35  2.95  5.91
H  -7.51  2.85  6.91
H  -7.49  2.05  5.32
H  -7.00  1.15  6.78
C  4.04  -5.70  0.56
C  2.78  -4.87  0.77
N  1.73  -4.19  0.95
H  4.92  -5.10  0.80
H  4.02  -6.58  1.21
H  4.09  -6.03  -0.48
C  6.43  7.17  2.83
C  5.78  6.27  3.87
N  5.24  5.52  4.73
H  6.41  6.69  1.85
H  5.90  8.12  2.78
H  7.47  7.36  3.11


Record 3
ORCA calculation (wB97M-V/def2-TZVPD) on C44H72HgNOPSb2 as an isolated structure.

ΔE to the lowest compared entry with this formula, charge and spin: 48.0 kcal/mol
charge: +1
electronic energy: -76865.327 eV
expectation value of S²: 0.766
gap between HOMO and LUMO (alpha / beta): 7.96 / 4.56 eV
E_HOMO (alpha / beta): -9.92 / -9.98 eV
2S+1: 2

Geometry (Å):
Hg  -0.84  0.36  0.30
C  1.82  3.10  5.22
C  2.93  2.06  5.04
C  3.19  1.33  6.36
C  2.63  1.04  3.98
C  1.44  0.35  3.97
C  1.11  -0.64  3.04
C  -0.24  -1.28  3.42
C  -1.34  -0.21  3.63
C  -0.87  -2.41  2.61
C  2.08  -0.97  2.06
C  3.34  -0.33  2.13
C  3.58  0.67  3.05
C  4.51  -0.79  1.30
C  5.28  0.38  0.68
C  5.46  -1.63  2.16
C  1.81  -2.05  1.05
C  1.63  -3.32  1.58
C  1.09  -4.36  0.85
C  0.65  -4.12  -0.44
C  0.94  -2.90  -1.03
C  1.63  -1.89  -0.35
P  2.78  -0.85  -1.39
C  1.86  0.15  -2.77
C  0.56  -0.44  -3.31
C  2.82  0.44  -3.93
C  1.59  1.51  -2.12
C  3.76  -2.30  -2.23
C  5.11  -1.67  -2.61
C  4.07  -3.44  -1.24
C  3.11  -2.96  -3.44
H  2.16  3.89  5.88
H  0.94  2.64  5.67
H  1.53  3.54  4.26
H  3.85  2.59  4.76
H  2.31  0.77  6.66
H  3.43  2.04  7.15
H  4.02  0.64  6.25
H  0.74  0.55  4.77
H  -0.02  -1.71  4.41
H  -2.08  -0.26  2.83
H  -0.95  0.80  3.65
H  -1.87  -0.40  4.56
H  -1.89  -2.54  2.95
H  -0.88  -2.18  1.54
H  -0.36  -3.35  2.76
H  4.55  1.14  3.09
H  4.13  -1.41  0.49
H  5.82  0.94  1.43
H  4.59  1.06  0.17
H  6.00  0.02  -0.04
H  5.82  -1.05  3.01
H  6.31  -1.96  1.57
H  4.95  -2.51  2.55
H  1.91  -3.49  2.61
H  0.99  -5.34  1.29
H  0.16  -4.89  -1.02
H  0.69  -2.75  -2.07
H  0.72  -1.39  -3.82
H  0.14  0.25  -4.04
H  -0.18  -0.58  -2.52
H  3.18  -0.45  -4.45
H  3.67  1.00  -3.58
H  2.29  1.04  -4.67
H  0.60  1.56  -1.66
H  1.65  2.31  -2.86
H  2.33  1.72  -1.35
H  5.00  -0.67  -3.02
H  5.64  -2.28  -3.33
H  5.74  -1.59  -1.72
H  4.52  -3.09  -0.32
H  4.78  -4.11  -1.72
H  3.18  -4.02  -1.00
H  2.77  -2.27  -4.20
H  2.26  -3.58  -3.14
H  3.84  -3.63  -3.90
C  -4.08  0.77  -4.00
Sb  -2.93  1.28  -2.23
C  -4.58  1.20  -0.87
C  -2.84  3.52  -2.55
C  -3.54  4.24  -1.50
C  -4.93  4.33  -1.61
C  -5.70  5.01  -0.69
C  -5.07  5.65  0.37
C  -3.70  5.60  0.49
C  -2.91  4.89  -0.42
C  -1.46  4.92  -0.20
Sb  -0.69  3.76  1.55
C  -1.32  5.10  3.14
C  1.27  4.67  1.37
H  -4.99  1.36  -4.04
H  -4.34  -0.29  -3.95
H  -3.49  0.94  -4.89
H  -5.48  1.59  -1.34
H  -4.36  1.79  0.02
H  -4.74  0.17  -0.58
H  -3.32  3.63  -3.52
H  -1.78  3.76  -2.64
H  -5.41  3.85  -2.45
H  -6.77  5.06  -0.80
H  -5.66  6.22  1.08
H  -3.22  6.12  1.30
H  -1.12  5.93  0.05
H  -0.88  4.54  -1.04
H  -1.13  6.13  2.86
H  -0.75  4.86  4.03
H  -2.37  4.95  3.35
H  1.28  5.63  1.88
H  1.51  4.81  0.32
H  2.02  4.02  1.81
C  -2.86  -4.99  -2.07
N  -2.93  -3.72  -1.40
C  -3.23  -3.76  0.02
C  -2.72  -2.58  -2.03
O  -2.73  -1.46  -1.53
H  -3.80  -5.54  -1.94
H  -2.06  -5.60  -1.65
H  -2.68  -4.84  -3.13
H  -4.21  -4.20  0.18
H  -3.21  -2.75  0.41
H  -2.48  -4.36  0.54
H  -2.51  -2.71  -3.11


Q: The lowest electronic energy belongs to which entry?
A: C44H70BN17O5P2S2


Q: Which formula does entry 1 have?
A: C44H67N9O19


Q: Look up the electronic energy of the first one.
A: -98992.457 eV